The following is a quantum chemistry calculation of C37H35IrN6O2Te as an isolated structure at a distorted geometry, from the Open Molecules 2025 dataset.

Positions of all 82 atoms, in Å:
Ir1 -0.4293 0.2048 -1.5610
C1 5.6247 0.5482 2.5553
C2 4.5546 0.3961 1.5357
C3 4.8614 0.1989 0.1796
C4 3.8670 0.0909 -0.7627
C5 4.2625 -0.2405 -2.1835
O1 4.9912 -1.1747 -2.3856
C6 3.7260 0.6305 -3.2571
C7 3.3755 1.9580 -3.0125
C8 3.0199 2.7783 -4.0705
C9 2.9969 2.2689 -5.3630
C10 3.3381 0.9461 -5.6030
C11 3.6953 0.1156 -4.5535
C12 2.4831 0.1615 -0.4233
O2 1.5900 0.1926 -1.3399
C13 2.1760 0.2066 0.9809
C14 3.2165 0.3641 1.9015
C15 0.8256 0.0296 1.4680
N1 -0.2283 0.0285 0.7110
C16 -1.5117 -0.3980 1.2510
C17 -1.6812 -1.8909 0.9478
Te1 -3.6590 -2.5312 1.5480
C18 -2.9627 -3.0829 3.4765
C19 -2.0637 -4.1455 3.5871
C20 -1.6769 -4.5717 4.8436
C21 -2.1556 -3.9278 5.9796
C22 -3.0115 -2.8394 5.8580
C23 -3.4390 -2.4268 4.6085
C24 0.6855 -0.2148 2.9356
C25 0.2192 0.8016 3.7670
C26 0.0945 0.5803 5.1288
C27 0.4207 -0.6553 5.6676
C28 0.8691 -1.6718 4.8377
C29 1.0103 -1.4550 3.4759
H1 6.6039 0.6631 2.1007
H2 5.6447 -0.3344 3.1977
H3 5.4326 1.4005 3.2069
H4 5.8957 0.1356 -0.1336
H5 3.4423 2.3576 -2.0076
H6 2.7853 3.8199 -3.8995
H7 2.7241 2.9175 -6.1839
H8 3.3671 0.5613 -6.6127
H9 3.9793 -0.9124 -4.7225
H10 2.9782 0.4681 2.9510
H11 -2.2991 0.1800 0.7635
H12 -1.5722 -0.2428 2.3312
H13 -0.9593 -2.4750 1.5182
H14 -1.5424 -2.0818 -0.1165
H15 -1.7167 -4.6707 2.7063
H16 -1.0266 -5.4291 4.9398
H17 -1.8662 -4.2848 6.9568
H18 -3.3660 -2.3186 6.7353
H19 -4.1313 -1.6014 4.5141
H20 -0.0300 1.7668 3.3485
H21 -0.2535 1.3782 5.7676
H22 0.3269 -0.8214 6.7308
H23 1.1261 -2.6359 5.2504
H24 1.3764 -2.2428 2.8316
N2 -5.3964 -2.5614 -3.2297
C30 -5.6139 -1.6858 -2.2527
N3 -6.8424 -1.4909 -1.7945
N4 -4.6293 -1.0074 -1.6627
C31 -3.4302 -0.7355 -1.8969
N5 -2.3217 -0.3560 -1.9596
H25 -6.1556 -3.0648 -3.6642
H26 -4.4675 -2.7341 -3.5755
H27 -7.6480 -1.9299 -2.2127
H28 -7.0091 -0.7954 -1.0852
N6 -0.0792 2.5510 -1.7422
C32 -0.6157 3.1234 -2.9226
C33 -1.4031 4.2730 -2.8670
C34 -1.8747 4.8262 -4.0416
C35 -1.5989 4.2217 -5.2647
C36 -0.8307 3.0615 -5.3164
C37 -0.3308 2.5187 -4.1512
H29 0.9345 2.4582 -1.8098
H30 -0.3268 3.0948 -0.9184
H31 -1.6118 4.7458 -1.9161
H32 -2.4444 5.7438 -4.0114
H33 -1.9749 4.6565 -6.1788
H34 -0.6165 2.5906 -6.2646
H35 0.2828 1.6236 -4.1647

Values from the calculation:
Kohn-Sham gap (alpha / beta)	4.18 / 3.50	eV
multiplicity	2
E_HOMO (alpha / beta)	-14.835 / -14.840	eV
electronic energy	-62076.6630	eV
energy relative to the best compared isomer or geometry (same formula, charge and spin)	24.4	kcal per mole
net charge	+3

***

The following is a quantum chemistry calculation of C37H35N8OReSSe2 as an isolated structure, from the Open Molecules 2025 dataset.

Positions of all 85 atoms, in Å:
Re1 -0.3276 1.8696 -0.0264
S1 -0.1740 2.3220 2.2324
C1 1.5528 2.6709 2.2172
N1 2.0165 3.1178 3.3800
N2 3.2632 3.2712 3.6613
C2 4.4531 2.6836 3.1984
C3 5.6229 3.3453 3.5806
C4 6.8504 2.8146 3.2332
C5 6.9089 1.6147 2.5385
C6 5.7345 0.9373 2.2000
C7 4.5022 1.4650 2.5166
N3 2.2751 2.6820 1.0870
N4 1.5793 2.4971 0.0162
C8 2.2865 2.6182 -1.2250
C9 3.6254 2.9697 -1.2941
C10 4.2210 3.0692 -2.5431
C11 3.4943 2.8172 -3.7002
C12 2.1550 2.4479 -3.6238
C13 1.5562 2.3524 -2.3817
H1 3.3781 3.8723 4.4746
H2 5.5656 4.2726 4.1389
H3 7.7582 3.3283 3.5164
H4 7.8689 1.1913 2.2765
H5 5.7942 -0.0225 1.7053
H6 3.6011 0.9135 2.2924
H7 4.1805 3.1746 -0.3893
H8 5.2636 3.3474 -2.6129
H9 3.9694 2.9080 -4.6674
H10 1.5925 2.2381 -4.5231
H11 0.4995 2.0556 -2.3341
C14 1.5263 7.5579 1.3640
Se1 1.8247 5.7630 0.6712
C15 0.7052 5.9339 -0.9100
C16 -0.7761 5.8370 -0.5994
Se2 -1.5911 4.0525 -0.5254
C17 -1.9253 3.8045 -2.4320
H12 1.6871 8.2798 0.5676
H13 2.2681 7.7194 2.1418
H14 0.5315 7.6602 1.7880
H15 1.0380 5.1907 -1.6346
H16 0.9080 6.9170 -1.3356
H17 -1.4010 6.3170 -1.3564
H18 -1.0197 6.2778 0.3652
H19 -2.7958 4.3981 -2.6980
H20 -2.1334 2.7527 -2.6220
H21 -1.0520 4.1281 -2.9936
C18 -5.9328 -10.6818 -0.4641
O1 -4.5510 -10.3158 -0.5105
C19 -4.2281 -9.0213 -0.4574
C20 -5.1571 -7.9775 -0.4331
C21 -4.7061 -6.6727 -0.3760
C22 -3.3439 -6.3803 -0.3444
C23 -2.4237 -7.4379 -0.3808
C24 -2.8574 -8.7369 -0.4367
C25 -2.8515 -5.0233 -0.2822
N5 -1.5774 -4.6545 -0.3622
C26 -1.5909 -3.3093 -0.2547
C27 -2.8762 -2.8118 -0.1051
N6 -3.6711 -3.9284 -0.1224
C28 -3.1519 -1.4320 0.0207
C29 -4.4275 -0.8522 0.1984
C30 -4.5532 0.5060 0.3110
C31 -3.4183 1.3128 0.2325
N7 -2.1950 0.8098 0.0545
C32 -2.0483 -0.5562 -0.0251
C33 -0.7206 -1.0557 -0.1535
N8 0.3044 -0.1403 -0.1421
C34 1.5603 -0.5782 -0.2736
C35 1.8701 -1.9262 -0.4158
C36 0.8580 -2.8565 -0.4138
C37 -0.4728 -2.4262 -0.2774
H22 -5.9469 -11.7656 -0.4391
H23 -6.4545 -10.3288 -1.3544
H24 -6.4063 -10.2867 0.4352
H25 -6.2161 -8.1790 -0.4686
H26 -5.4498 -5.8837 -0.3718
H27 -1.3652 -7.2173 -0.3595
H28 -2.1607 -9.5632 -0.4615
H29 -4.6719 -3.9690 -0.0264
H30 -5.3077 -1.4797 0.2568
H31 -5.5181 0.9691 0.4593
H32 -3.5062 2.3861 0.3223
H33 2.3439 0.1663 -0.2715
H34 2.9039 -2.2200 -0.5262
H35 1.0554 -3.9164 -0.5159

Values from the calculation:
Kohn-Sham gap (alpha / beta)	3.92 / 3.22	eV
multiplicity	4
E_HOMO (alpha / beta)	-13.495 / -13.489	eV
electronic energy	-196538.2167	eV
energy relative to the best compared isomer or geometry (same formula, charge and spin)	32.3	kcal per mole
net charge	+3

***

The following is a quantum chemistry calculation of C37H35N8OS3V as an isolated structure at a distorted geometry, from the Open Molecules 2025 dataset.

Positions of all 85 atoms, in Å:
V1 -0.3250 0.6438 -0.3200
C1 0.1466 2.1317 5.3118
C2 -0.4419 1.0265 4.7116
C3 -0.7338 1.0261 3.3518
C4 -0.4152 2.1199 2.5431
C5 0.1651 3.2395 3.1633
C6 0.4325 3.2456 4.5241
N1 -0.6804 2.0849 1.1703
C7 -1.3032 3.1752 0.5958
C8 -2.0594 4.1670 1.2458
C9 -2.6337 5.2054 0.5308
C10 -2.4788 5.3153 -0.8535
C11 -1.7425 4.3554 -1.5260
C12 -1.1862 3.2984 -0.8197
N2 -0.4134 2.2729 -1.3520
N3 0.1377 2.3439 -2.5480
C13 1.1850 1.4526 -2.6144
C14 1.9545 1.3837 -3.7899
C15 3.0629 0.5768 -3.8143
C16 3.4026 -0.1664 -2.6768
C17 2.5954 -0.0595 -1.5710
N4 1.5061 0.7134 -1.5159
H1 0.3662 2.1346 6.3728
H2 -0.7044 0.1619 5.3109
H3 -1.2231 0.1770 2.8916
H4 0.4082 4.0990 2.5511
H5 0.8697 4.1286 4.9784
H6 -2.2055 4.1038 2.3162
H7 -3.2230 5.9466 1.0595
H8 -2.9389 6.1343 -1.3924
H9 -1.5993 4.3918 -2.5992
H10 1.6524 1.9899 -4.6328
H11 3.6817 0.5290 -4.7023
H12 4.2689 -0.8135 -2.6580
H13 2.8131 -0.6147 -0.6667
C18 -1.3148 -2.2601 -3.4604
C19 -1.3293 -1.0949 -2.5160
N5 -0.5319 -1.0596 -1.5016
N6 0.2712 -2.1963 -1.2966
C20 0.8013 -2.2148 -0.1195
S1 0.6034 -1.0636 1.1702
S2 1.7672 -3.7009 0.1910
C21 0.3760 -4.6749 0.8552
C22 -0.5250 -5.2465 -0.2082
C23 -1.8391 -4.8081 -0.3121
C24 -2.6809 -5.3111 -1.2994
C25 -2.2099 -6.2533 -2.2000
C26 -0.8929 -6.6946 -2.1057
C27 -0.0608 -6.1950 -1.1168
C28 -2.3500 -0.0401 -2.6239
C29 -2.9463 0.2770 -3.8529
C30 -3.9793 1.1818 -3.9441
C31 -4.4594 1.7815 -2.7703
C32 -3.9070 1.4861 -1.5483
C33 -2.8137 0.6014 -1.4333
O1 -2.2786 0.3592 -0.2640
H14 -0.2916 -2.5733 -3.6551
H15 -1.8193 -3.1072 -2.9903
H16 -1.8257 -2.0245 -4.3897
H17 0.8303 -5.4546 1.4674
H18 -0.1773 -3.9964 1.5040
H19 -2.2021 -4.0539 0.3778
H20 -3.7032 -4.9585 -1.3649
H21 -2.8583 -6.6352 -2.9796
H22 -0.5137 -7.4244 -2.8111
H23 0.9716 -6.5224 -1.0570
H24 -2.5619 -0.1731 -4.7603
H25 -4.4109 1.4251 -4.9063
H26 -5.2633 2.5067 -2.8258
H27 -4.2460 1.9715 -0.6412
S3 3.1274 2.5867 0.8016
C34 3.4899 1.5021 2.0199
N7 4.1496 0.3454 1.7477
C35 4.2359 -0.7770 2.6704
C36 4.3470 -0.2447 4.0845
C37 3.1858 0.6945 4.3412
N8 3.1703 1.7304 3.3160
H28 4.2161 0.1568 0.7617
H29 5.1131 -1.3693 2.4085
H30 3.3543 -1.4212 2.5811
H31 5.2875 0.2994 4.2000
H32 4.3321 -1.0689 4.7977
H33 3.2874 1.1830 5.3102
H34 2.2429 0.1388 4.3450
H35 2.4910 2.4704 3.4271

Values from the calculation:
Kohn-Sham gap (alpha / beta)	6.07 / 5.97	eV
multiplicity	4
E_HOMO (alpha / beta)	-3.701 / -4.050	eV
electronic energy	-111103.6575	eV
energy relative to the best compared isomer or geometry (same formula, charge and spin)	0.0	kcal per mole
net charge	-1

***

The following is a quantum chemistry calculation of C37H36BF5N12V as an isolated structure at a distorted geometry, from the Open Molecules 2025 dataset.

Positions of all 92 atoms, in Å:
V1 0.6036 0.8759 0.0261
C1 -0.0343 6.5178 3.9740
C2 -0.1214 5.1665 3.2718
C3 -1.3385 4.5376 3.1373
C4 -1.4115 3.2601 2.4659
C5 -0.1963 2.5916 2.1760
N1 -0.1007 1.2195 1.7984
C6 -0.5978 0.2508 2.6830
C7 -1.5886 0.4089 3.6681
C8 -2.2917 -0.6040 4.2573
C9 -2.0810 -1.9334 3.7934
C10 -2.8681 -3.1447 4.3398
C11 -0.9457 -2.1394 3.0516
C12 -0.1535 -1.0973 2.5924
N2 1.1531 -1.4706 2.0882
C13 1.8652 -2.4388 2.6865
C14 3.0148 -2.5935 1.9408
C15 2.8864 -1.7231 0.9137
N3 1.7681 -1.0045 0.9683
C16 1.0206 3.3393 2.2258
C17 1.0637 4.6217 2.7503
N4 2.2210 2.7343 1.9245
C18 3.3420 2.9292 2.6421
C19 4.3417 2.2896 1.9318
C20 3.6456 1.5404 0.9236
N5 2.3696 1.9241 0.9039
H1 0.1043 6.3392 5.0608
H2 0.8527 7.0815 3.6646
H3 -0.9293 7.1386 3.8422
H4 -2.2392 5.1343 3.5114
H5 -2.3182 2.7065 2.2519
H6 -2.0044 1.3835 3.8395
H7 -3.1531 -0.3867 4.8587
H8 -3.0879 -2.8895 5.3323
H9 -3.7977 -3.4580 3.8519
H10 -2.2092 -3.9939 4.3959
H11 -0.7544 -3.1993 2.7555
H12 1.5991 -2.9272 3.6196
H13 3.8069 -3.3652 2.1046
H14 3.5725 -1.6999 0.0839
H15 1.9571 5.2371 2.7905
H16 3.4040 3.5498 3.4775
H17 5.3749 2.1967 2.2055
H18 3.9991 0.8836 0.1056
F1 -2.6567 -1.0314 -1.6422
B1 -2.2301 -1.0231 -0.3431
F2 -2.0943 -2.2759 0.1382
F3 -2.9292 -0.1702 0.4727
F4 -0.7504 -0.5826 -0.3237
N6 2.0635 0.2229 -1.3848
C21 2.9466 0.1441 -2.1055
C22 3.9855 0.2114 -3.0050
C23 3.9929 1.4032 -3.7401
N7 3.8570 2.4380 -4.2409
C24 4.9116 -0.8214 -3.2589
N8 5.7161 -1.6267 -3.4745
C25 0.5219 -2.9718 -3.4101
N9 0.5814 -4.2031 -2.6151
C26 0.9008 -5.3427 -3.4769
N10 -0.0442 -5.4914 -4.5755
C27 -0.0858 -4.2145 -5.3069
N11 -0.4746 -3.0969 -4.4812
C28 -1.8246 -3.3564 -3.9267
N12 -1.7707 -4.5950 -3.0907
C29 -0.7982 -4.4203 -2.0204
C30 -1.3884 -5.6586 -3.9447
H19 1.5448 -2.7714 -3.7750
H20 0.1973 -2.0883 -2.8218
H21 1.0313 -6.2684 -2.9184
H22 1.9480 -5.1444 -3.8439
H23 -0.7660 -4.3771 -6.1633
H24 0.9221 -4.0774 -5.6910
H25 -2.5738 -3.5186 -4.7012
H26 -2.0541 -2.5289 -3.2644
H27 -0.7630 -5.3271 -1.4086
H28 -0.9354 -3.5745 -1.3871
H29 -2.0965 -5.7946 -4.7952
H30 -1.2939 -6.6094 -3.3769
F5 -4.0862 5.9334 -0.0839
C31 -3.2342 5.0915 -0.8122
C32 -1.9272 5.4595 -0.8107
C33 -1.0104 4.4110 -1.1165
C34 -1.2745 3.1242 -1.4421
C35 -0.2117 2.0655 -1.6940
C36 -2.6225 2.8150 -1.3893
C37 -3.5569 3.7921 -1.0556
H31 -1.6682 6.4522 -0.4869
H32 0.0229 4.7365 -1.1991
H33 0.5474 2.3066 -2.4912
H34 -0.6931 1.1528 -2.0883
H35 -3.0563 1.8495 -1.5712
H36 -4.5635 3.5639 -0.7425

Values from the calculation:
Kohn-Sham gap (alpha / beta)	7.60 / 7.74	eV
multiplicity	3
E_HOMO (alpha / beta)	-5.427 / -5.566	eV
electronic energy	-96792.0558	eV
energy relative to the best compared isomer or geometry (same formula, charge and spin)	65.0	kcal per mole
net charge	-1

***

The highest energy relative to the best compared isomer or geometry (same formula, charge and spin) belongs to which entry? C37H36BF5N12V